#w
C2H4O3P | ωB97M-V with the def2-TZVPD basis set

Output
- Orbital gap: 9.023 eV
- Net charge: -1
- LUMO level: 4.18 eV

Structure (XYZ):
```
10
C2H4O3P (ωB97M-V with the def2-TZVPD basis set)
C 1.06674 -0.46975 -0.06694
C -0.26258 0.27864 -0.09172
O 3.68119 -0.87863 0.68317
O 3.09153 1.47784 -0.12012
O 1.81235 -0.46889 -1.31304
P 2.72431 0.06177 0.08124
H 0.58678 -1.76397 0.35252
H -0.19968 1.35571 -0.04546
H -0.70433 0.14983 0.89139
H -0.69099 -0.11626 -0.93531
```

Need the Mulliken charges? In units of e they are: 0.2427 -1.2255 -0.7299 -0.7276 -0.4799 0.8403 0.1299 0.3037 0.3206 0.3259



#x
C2H4O3P | ωB97M-V with the def2-TZVPD basis set

Output
- Orbital gap: 8.315 eV
- Net charge: -1
- LUMO level: 3.25 eV

Structure (XYZ):
```
10
C2H4O3P (ωB97M-V with the def2-TZVPD basis set)
C -1.63436 -0.03770 -0.00560
C -0.26482 0.57506 -0.39654
O -2.64774 0.64273 -0.00306
O -1.44470 -1.25382 0.15614
O 2.44628 0.02939 -0.24354
P 1.08857 -0.44845 0.08296
H -0.14483 1.12635 -1.32583
H 0.80490 1.79352 0.72538
H 0.86286 -0.69322 1.42642
H 0.93383 -1.73386 -0.41633
```

Need the Mulliken charges? In units of e they are: 0.5119 -0.4023 -0.6827 -0.6385 -0.6906 0.3797 0.3434 0.1106 0.0545 0.0141



#w is preferred energetically. Next in line: 0.0927 hartree higher.



#w
C10H16OS | ωB97M-V with the def2-TZVPD basis set

Output
- Structure (SMILES): CCc1ccc(O)cc1.CSC
- Orbital gap: 8.883 eV
- LUMO level: 0.88 eV

Structure (XYZ):
```
28
C10H16OS (ωB97M-V with the def2-TZVPD basis set)
C -0.78128 -1.21085 -2.56910
C -1.82859 -0.49249 -3.42623
C 0.28927 -0.31584 -1.91690
C 0.52633 0.99287 -2.41647
C 0.90142 -0.73213 -0.73929
C 1.09799 1.96298 -1.57910
C 1.52598 0.12451 0.14284
C 1.58887 1.44954 -0.30921
O 2.02100 2.35068 0.63309
H -1.38560 -1.79988 -1.85465
H -0.27854 -1.95921 -3.33703
H -1.35563 -0.07667 -4.30227
H 0.33276 1.31677 -3.44520
H 0.78793 -1.80997 -0.55673
H 1.44998 2.97836 -1.93855
H 2.03867 -0.11762 0.99162
H 1.86502 3.16704 0.40220
H -2.50701 0.39338 -3.01649
H -2.54844 -1.10682 -3.99645
C -0.68064 0.55148 3.09609
C -0.08025 -1.73939 4.13967
S -0.33547 -1.04586 2.42345
H -0.73984 1.34928 2.37342
H -1.69408 0.39935 3.57068
H -0.00552 0.95017 3.88920
H 0.93052 -1.57496 4.60131
H -0.27405 -2.75724 4.41198
H -0.86079 -1.24748 4.72808
```

Need the Mulliken charges? In units of e they are: -0.1942 -1.3035 0.2882 -0.4185 -0.3036 -0.7177 -1.0506 0.8174 -0.4846 0.3119 0.1870 0.3317 0.2974 0.3731 0.2617 0.6971 0.2540 0.2826 0.3664 -0.9368 -0.9571 0.0057 0.3020 0.3556 0.3018 0.2758 0.3614 0.2958



#x
C10H16OS | ωB97M-V with the def2-TZVPD basis set

Output
- Structure (SMILES): CCc1ccc(O)cc1.CSC
- Orbital gap: 9.263 eV
- LUMO level: 0.88 eV

Structure (XYZ):
```
28
C10H16OS (ωB97M-V with the def2-TZVPD basis set)
C 0.26320 -3.39945 0.70097
C -0.95220 -3.75732 -0.17870
C 0.99883 -2.23094 0.04714
C 2.15960 -2.47898 -0.66538
C 0.48858 -0.93984 0.13664
C 2.92799 -1.41191 -1.16789
C 1.22287 0.13662 -0.37267
C 2.47736 -0.12404 -0.89132
O 3.20644 0.94657 -1.33424
H -0.06137 -3.31539 1.75518
H 0.91015 -4.27242 0.72950
H -0.99260 -3.56806 -1.25932
H 2.43087 -3.52421 -0.84564
H -0.49435 -0.70900 0.51021
H 3.94240 -1.64754 -1.43261
H 0.97652 1.18036 -0.31946
H 3.40742 0.96042 -2.28002
H -1.95466 -3.32263 0.05548
H -1.01416 -4.85325 -0.14801
C -2.11079 4.35236 -0.65720
C -2.38594 3.69741 2.23582
S -1.50869 3.33238 0.66007
H -1.26055 4.77099 -1.25152
H -2.64840 3.78605 -1.45981
H -2.55110 5.18553 -0.13173
H -1.99658 3.04415 3.00684
H -3.42869 3.43381 2.11877
H -2.05213 4.72833 2.43890
```

Need the Mulliken charges? In units of e they are: -0.7874 -1.0905 0.4657 -0.3413 -0.4503 -0.6797 -0.6199 0.5566 -0.5670 0.3534 0.3662 0.3395 0.2952 0.4096 0.3480 0.4245 0.3251 0.3143 0.3181 -0.8082 -0.8399 -0.0062 0.2684 0.2577 0.3031 0.2858 0.2736 0.2855



#x is preferred energetically. Next in line: 0.0299 hartree higher.



#w
C4H11O3 | ωB97M-V with the def2-TZVPD basis set

Output
- Orbital gap: 7.409 eV
- Net charge: -1
- LUMO level: 3.81 eV

Structure (XYZ):
```
18
C4H11O3 (ωB97M-V with the def2-TZVPD basis set)
C 0.53066 -1.06587 1.16009
C -0.80670 -0.32648 1.21746
C -1.47196 -0.22379 -0.17517
O -0.69744 0.19185 -1.19511
C 1.64451 -0.14456 0.75058
O 2.88601 -0.88493 0.64554
H 0.41424 -1.93032 0.49136
H 0.85318 -1.50215 2.10811
H -1.46786 -0.75334 1.97630
H -0.59491 0.71927 1.48650
H -2.41233 0.37393 -0.00129
H -1.99331 -1.20142 -0.36498
H 1.44136 0.50201 -0.10183
H 1.87773 0.55554 1.56194
H 2.73870 -1.48741 -0.09194
H -1.24497 1.40614 -1.67751
H -2.67594 2.01005 -2.24640
O -1.77357 2.26374 -2.03680
```

Need the Mulliken charges? In units of e they are: -0.5433 -0.6619 -0.4192 -0.8457 -0.5216 -0.5524 0.4098 0.2575 0.3406 0.2806 0.2314 0.2473 0.2909 0.2782 0.3223 0.4412 0.2279 -0.7837



#x
C4H11O3 | ωB97M-V with the def2-TZVPD basis set

Output
- Orbital gap: 4.551 eV
- Net charge: -1
- LUMO level: 0.64 eV

Structure (XYZ):
```
18
C4H11O3 (ωB97M-V with the def2-TZVPD basis set)
C -0.10963 -0.46314 1.17365
C 0.77902 0.38193 0.31405
C 0.46599 1.53787 -0.34089
O 3.67822 1.00480 0.51282
C -1.56867 -0.48475 0.79165
O -2.00744 -1.59131 0.11318
H 0.03564 -0.16677 2.21976
H 0.21334 -1.51003 1.13393
H 1.95412 0.22183 0.41715
H 1.41198 -0.57632 -1.00263
H 1.21950 2.00958 -0.94276
H -0.49389 2.06450 -0.13006
H 3.88908 0.35210 -0.16172
H -1.80769 0.51128 0.41029
H -2.10039 -0.39616 1.75241
H -1.81616 -1.01989 -1.43432
H -0.77894 0.05440 -1.84285
O -1.58419 -0.35794 -2.15156
```

Need the Mulliken charges? In units of e they are: -0.1124 -0.3347 -0.5850 -0.9276 -0.6706 -0.9245 0.3286 0.1422 0.3973 0.3528 0.3171 0.2662 0.2212 0.2377 0.3159 0.4165 0.2771 -0.7178



#y
C4H11O3 | ωB97M-V with the def2-TZVPD basis set

Output
- Orbital gap: 6.654 eV
- Net charge: -1
- LUMO level: 2.23 eV

Structure (XYZ):
```
18
C4H11O3 (ωB97M-V with the def2-TZVPD basis set)
C 1.84044 -1.65083 -2.26256
O 2.27018 -2.72185 -1.58374
C 0.56352 -1.07512 -1.61690
C 0.71393 -0.74474 -0.19405
C -0.46695 -0.12582 0.55731
O -1.27881 1.60603 3.01459
H 1.66303 -1.86197 -3.33369
H 2.60233 -0.82127 -2.30250
H -0.33654 -0.95116 -2.24564
H 0.37393 -1.86673 -0.67066
H 1.73783 -0.68364 0.16702
H -0.70773 0.86375 0.19348
H -0.25944 0.03634 1.66591
H -1.30612 -0.79965 0.44634
H -1.94644 1.65452 3.70693
H -1.78816 3.83508 1.24294
H -1.66827 2.34255 2.07781
O -2.00673 2.96451 1.13742
```

Need the Mulliken charges? In units of e they are: -0.4925 -0.8217 -0.1469 0.2008 -1.0756 -0.9254 0.2948 0.1790 0.3617 0.0761 0.4544 0.2848 0.3557 0.2838 0.1912 0.2014 0.4427 -0.8644



#w is preferred energetically. Next in line: 0.1595 hartree higher.